Entry 1:
{"formula": "C38H46F21NO14", "method": "the ωB97M-V functional and the def2-TZVPD basis", "charge": 0, "de_lowest_kcal_mol": 102.7, "smiles": "CCOC(=O)C(F)(F)F.CCOC(=O)C(F)(F)F.CCOC(=O)C(F)(F)F.CCOC(=O)C(F)(F)F.CCOC(=O)C(F)(F)F.CCOC(=O)C(F)(F)F.CCOC(=O)C(F)(F)F.c1cc[nH]c1.c1ccccc1", "elements": ["C", "C", "O", "C", "O", "C", "F", "F", "F", "H", "H", "H", "H", "H", "C", "C", "O", "C", "O", "C", "F", "F", "F", "H", "H", "H", "H", "H", "C", "C", "O", "C", "O", "C", "F", "F", "F", "H", "H", "H", "H", "H", "C", "C", "O", "C", "O", "C", "F", "F", "F", "H", "H", "H", "H", "H", "C", "C", "O", "C", "O", "C", "F", "F", "F", "H", "H", "H", "H", "H", "C", "C", "O", "C", "O", "C", "F", "F", "F", "H", "H", "H", "H", "H", "C", "C", "O", "C", "O", "C", "F", "F", "F", "H", "H", "H", "H", "H", "C", "C", "C", "N", "C", "H", "H", "H", "H", "H", "C", "C", "C", "C", "C", "C", "H", "H", "H", "H", "H", "H"], "positions_angstrom": [[-21.0133, -21.4685, -13.4869], [-20.9126, -20.4561, -12.3059], [-22.1907, -20.1024, -11.8675], [-22.2146, -19.1581, -10.8643], [-21.2750, -18.4389, -10.5423], [-23.6154, -18.9129, -10.2828], [-24.1368, -17.8374, -10.8786], [-24.4251, -19.9661, -10.4564], [-23.4393, -18.7059, -8.9567], [-21.5524, -21.0803, -14.3511], [-21.5699, -22.2751, -13.0096], [-19.9991, -21.6950, -13.8158], [-20.3931, -19.5604, -12.6466], [-20.3838, -20.9055, -11.4654], [-17.6654, -26.6902, -13.0047], [-17.0722, -26.6365, -14.3781], [-16.3378, -25.4007, -14.3864], [-15.2214, -25.3052, -15.2070], [-14.7625, -26.2846, -15.6984], [-14.6601, -23.8723, -15.3581], [-15.7020, -22.9776, -15.1705], [-13.7890, -23.6488, -14.3585], [-14.1663, -23.7019, -16.5752], [-18.3636, -27.5238, -12.9299], [-18.2700, -25.8421, -12.6832], [-16.8745, -26.8337, -12.2685], [-17.8697, -26.6246, -15.1210], [-16.4612, -27.5303, -14.5039], [-23.2897, -13.0840, -6.7234], [-22.6848, -13.1376, -5.3171], [-21.5932, -14.0552, -5.2846], [-21.6143, -14.9831, -4.2655], [-22.3150, -14.8966, -3.2324], [-20.5690, -16.1284, -4.5016], [-19.5044, -16.0888, -3.6628], [-21.0909, -17.3077, -4.3107], [-20.1904, -16.1943, -5.8184], [-23.1685, -13.9965, -7.3072], [-22.9139, -12.2572, -7.3261], [-24.3727, -12.9642, -6.6979], [-23.5274, -13.3498, -4.6591], [-22.3596, -12.1442, -5.0079], [-12.8534, -20.6655, -3.1650], [-14.2540, -20.2839, -2.6273], [-14.5867, -21.2030, -1.5763], [-15.4810, -22.1878, -1.7361], [-16.1125, -22.3295, -2.7521], [-15.7372, -23.0803, -0.4768], [-15.4341, -22.4435, 0.6860], [-17.0116, -23.3582, -0.4469], [-15.0365, -24.1953, -0.4711], [-12.0899, -20.5436, -2.3967], [-12.5256, -19.8975, -3.8656], [-12.8681, -21.6529, -3.6266], [-15.0698, -20.2616, -3.3498], [-14.3177, -19.3285, -2.1065], [-10.2360, -21.8911, -9.4827], [-10.5207, -20.3937, -9.3817], [-9.4236, -19.6837, -10.0144], [-9.5385, -18.2909, -10.2090], [-10.4834, -17.5553, -9.8445], [-8.2759, -17.6541, -10.8187], [-8.4750, -16.6189, -11.6779], [-7.6283, -17.2054, -9.7480], [-7.4891, -18.5916, -11.3918], [-10.2805, -22.2429, -10.5134], [-10.9894, -22.5102, -8.9957], [-9.2629, -22.0896, -9.0334], [-10.4137, -20.0307, -8.3596], [-11.4763, -20.0787, -9.8007], [-11.1776, -29.6351, -8.9572], [-11.7631, -30.9186, -8.4350], [-13.1397, -30.8250, -8.3331], [-13.7884, -29.9914, -7.4773], [-13.2773, -29.2061, -6.6959], [-15.3724, -30.1614, -7.5491], [-15.9303, -28.9956, -7.4071], [-15.8393, -30.7718, -8.6228], [-15.6802, -30.8304, -6.4355], [-11.4520, -28.7481, -8.3863], [-11.4930, -29.4208, -9.9783], [-10.0927, -29.5382, -8.9996], [-11.4464, -31.1735, -7.4237], [-11.4903, -31.7406, -9.0968], [-13.8709, -17.5658, -17.1106], [-12.9123, -17.6468, -15.9071], [-11.8007, -18.4413, -16.2231], [-10.5713, -17.8598, -16.4554], [-10.3161, -16.7337, -16.0815], [-9.5095, -18.7571, -17.0613], [-9.9935, -20.0231, -17.2584], [-9.0759, -18.2071, -18.1743], [-8.5066, -18.9057, -16.2446], [-14.4644, -16.6688, -16.9339], [-14.5039, -18.4531, -17.1067], [-13.3380, -17.5387, -18.0611], [-13.4677, -18.1321, -15.1045], [-12.7621, -16.5994, -15.6455], [-15.5514, -23.2514, -9.7383], [-16.0534, -21.9412, -9.8219], [-16.2406, -21.5245, -8.4906], [-16.0331, -22.5411, -7.6631], [-15.5932, -23.5848, -8.4282], [-15.1825, -23.9113, -10.5096], [-16.0344, -21.3062, -10.6953], [-16.6101, -20.6038, -8.0638], [-16.0270, -22.4887, -6.6545], [-15.3377, -24.4615, -7.8516], [-23.2674, -22.8073, -5.9512], [-22.6552, -23.4448, -7.0803], [-21.5707, -24.2446, -6.8829], [-21.0014, -24.3021, -5.5703], [-21.5588, -23.6796, -4.4937], [-22.6842, -22.9082, -4.6819], [-24.0280, -22.1037, -6.2559], [-23.1492, -23.3534, -8.0363], [-21.0808, -24.7170, -7.7215], [-20.0341, -24.7722, -5.4716], [-21.0394, -23.6334, -3.5479], [-23.0956, -22.3748, -3.8377]], "forces_ev_per_a": [[-0.341, 0.971, 1.517], [1.422, -0.208, -1.732], [-1.609, 1.292, 2.158], [2.274, 0.927, -1.421], [-2.015, -1.946, -0.519], [0.762, -0.711, 0.367], [-0.192, -0.197, 0.473], [0.030, 0.557, 0.152], [-0.705, 0.145, -0.822], [-0.141, 0.124, 0.227], [0.274, -0.612, -0.746], [-0.129, -0.450, 0.223], [0.163, 0.059, 0.254], [0.230, 0.034, -0.105], [-0.603, -0.499, 0.912], [-0.343, -0.004, 0.728], [1.603, 1.324, -1.468], [-2.190, -1.651, 1.335], [0.911, 0.302, -0.777], [-2.145, 0.399, 1.058], [1.334, -0.729, -0.479], [0.136, 0.074, -1.025], [0.334, 0.165, 0.780], [0.175, -0.315, -0.035], [0.279, 0.361, -0.413], [-0.061, -0.010, 0.069], [0.279, 0.239, -0.320], [0.291, 0.360, -0.343], [-0.088, 0.151, -0.566], [-1.392, 0.933, -0.636], [-0.141, -2.030, 1.651], [-1.660, 2.078, 2.353], [2.538, -0.772, -3.791], [0.601, -0.476, -1.130], [-0.518, 0.936, -0.937], [-1.369, -1.001, 0.825], [0.421, 1.069, 1.200], [0.400, -0.133, 0.250], [0.206, -0.086, 0.034], [-0.028, 0.201, 0.358], [0.609, -0.755, 0.444], [0.426, -0.124, -0.060], [-0.721, 1.251, 0.159], [0.155, -0.175, 0.011], [-0.269, -1.471, 1.592], [0.177, 1.427, -1.427], [0.124, -0.625, 0.626], [0.758, 1.438, 0.833], [-0.053, 0.065, -0.690], [-1.021, -0.421, -0.056], [0.383, -0.588, -0.503], [-0.247, -0.628, 0.337], [-0.302, -0.172, -0.535], [0.160, 0.125, 0.106], [0.304, -0.331, -0.303], [0.554, 0.110, -0.191], [-0.144, 0.346, -0.264], [0.397, 0.333, 0.657], [0.219, 2.999, -1.530], [-3.841, -0.107, 1.421], [3.191, -2.960, -1.294], [0.496, -0.622, -0.304], [-0.050, -1.477, 0.966], [0.535, 0.616, 0.182], [-0.490, 0.801, -0.178], [0.389, 0.234, -0.125], [-0.082, 0.379, 0.409], [-0.034, -0.171, -0.176], [-0.712, -0.350, 0.264], [0.095, -0.030, -0.037], [0.476, 1.403, -0.419], [1.864, 0.491, 0.972], [-3.669, 0.367, 0.011], [1.569, 0.568, 0.073], [-1.062, -1.609, -1.478], [2.040, -0.241, 0.916], [-0.633, 1.466, -0.524], [0.041, -0.149, -0.021], [-0.340, -1.007, 0.080], [-0.343, -0.255, 0.275], [-0.256, -0.280, -0.097], [0.139, -0.771, 0.179], [0.683, 0.108, -0.023], [-0.510, -0.080, 0.052], [0.167, -0.572, 0.600], [-1.802, 0.914, -0.602], [2.586, -0.392, -0.952], [-2.366, 2.087, 2.438], [0.097, -1.473, -1.073], [-1.248, -1.627, 0.106], [0.200, 1.023, -0.598], [0.055, -0.171, -0.792], [1.142, 0.244, 0.937], [-0.214, -0.113, -0.457], [-0.150, 0.120, -0.239], [-0.013, 0.306, 0.072], [0.426, -0.028, 0.199], [1.121, -0.324, 0.371], [-0.125, -0.495, -0.212], [0.648, 1.256, 1.228], [-1.188, 1.744, -1.693], [0.640, -0.805, -0.245], [0.441, -1.567, 2.183], [-0.204, 0.167, -0.098], [-0.321, -0.012, 0.113], [0.063, 0.165, -0.390], [-0.123, -0.153, -0.306], [0.158, -0.314, -0.566], [1.475, -0.102, -1.103], [-1.499, 0.253, 1.565], [1.067, 0.137, 1.367], [0.473, -0.601, -1.907], [0.319, 0.450, 0.004], [-1.432, 0.458, -0.795], [-0.454, -0.009, 0.759], [0.172, 0.098, -0.184], [0.098, -0.179, 0.066], [-0.009, -0.326, 0.110], [-0.042, -0.297, 0.126], [-0.154, 0.137, -0.023]]}

Entry 2:
{"formula": "C6H11N", "method": "the ωB97M-V functional and the def2-TZVPD basis", "charge": 0, "de_lowest_kcal_mol": 31.9, "smiles": "C/C=C/C/C=C/N", "elements": ["C", "C", "C", "C", "C", "C", "N", "H", "H", "H", "H", "H", "H", "H", "H", "H", "H", "H"], "positions_angstrom": [[-1.3270, -0.2581, 3.1112], [-1.0879, -0.7493, 1.7155], [0.0267, -0.4801, 1.0514], [0.2099, -0.8563, -0.4067], [0.8232, 0.2819, -1.2061], [0.5821, 0.5260, -2.4766], [1.0190, 1.6597, -3.1843], [-1.2577, -1.0986, 3.8104], [-2.2707, 0.2659, 3.1822], [-0.4670, 0.3502, 3.3878], [-1.7769, -1.4019, 1.1925], [0.8714, 0.0631, 1.4660], [-0.7711, -1.0538, -0.8276], [0.8162, -1.7588, -0.5196], [1.4110, 0.9742, -0.6089], [0.0953, -0.2272, -3.0964], [1.5631, 1.4899, -4.0204], [1.5404, 2.2732, -2.5703]], "forces_ev_per_a": [[0.799, -0.923, -0.148], [0.758, 0.172, 0.032], [0.099, -0.198, -1.024], [0.090, 0.272, -0.153], [-0.308, -0.168, 1.254], [0.610, -0.406, -1.126], [0.068, 0.323, 0.324], [-0.588, 0.047, 0.048], [-0.108, 0.134, 0.323], [-0.280, 0.479, 0.015], [-0.513, 0.200, 0.210], [-0.213, 0.170, 0.330], [-0.121, -0.328, -0.052], [0.080, -0.066, 0.118], [0.093, 0.179, -0.178], [-0.261, 0.254, 0.125], [-0.203, -0.220, 0.033], [-0.002, 0.079, -0.132]]}